# 1
# C15H45GaO5PS7

A molecular structure, C15H45GaO5PS7 at a distorted geometry (ωB97M-V/def2-TZVPD, the OMol25 dataset).

Properties
Charge: -1
HOMO energy: -3.65 eV
Gap between HOMO and LUMO: 0.201 Eh
Largest force on an atom: 7.5 eV/A
E_tot: -164027.230 eV
LUMO level: 1.831 eV

```
74
C15H45GaO5PS7 | the OMol25 dataset | ωB97M-V/def2-TZVPD
C 4.2952 -1.9913 1.4470
C 5.0303 -1.2636 0.3156
Ga 4.0483 0.2458 -0.6091
C 2.5853 -0.4123 -1.8631
C 1.7570 -1.6168 -1.3786
C 0.3023 -1.2886 -1.0436
S -0.9128 -1.7539 -2.3110
P 3.1109 1.6681 1.1044
S 4.2374 3.1829 1.7805
H 4.9722 -2.5012 2.1347
H 3.6870 -1.3109 2.0397
H 3.6319 -2.7603 1.0593
H 5.9674 -0.8660 0.6944
H 5.2830 -1.9833 -0.4624
H 5.0641 1.1548 -1.4219
H 1.9079 0.4174 -2.0652
H 3.0779 -0.6487 -2.8022
H 2.1952 -2.0481 -0.4815
H 1.7758 -2.4091 -2.1257
H 0.1762 -0.2188 -0.9390
H -0.0106 -1.7370 -0.1103
H -0.2795 -2.8637 -2.6587
H 2.6042 0.8992 2.1612
H 1.8957 2.1809 0.6113
C 2.0622 6.2124 -1.9707
S 2.1841 4.5963 -1.1805
O 3.4682 4.0372 -1.6427
C 0.9019 3.7674 -2.1118
H 2.8178 6.8438 -1.5090
H 2.2647 6.1032 -3.0365
H 1.0702 6.6344 -1.8031
H 1.1443 3.7398 -3.1745
H -0.0601 4.2514 -1.9493
H 0.8579 2.7570 -1.7138
C -2.8081 -0.2738 -2.4639
S -1.2874 0.6530 -2.3797
O -1.6532 2.0963 -2.4326
C -0.6719 0.2166 -4.0068
H -3.3548 -0.0738 -1.5458
H -3.4017 0.0349 -3.3252
H -2.5675 -1.3359 -2.5097
H -1.3952 0.5272 -4.7616
H -0.4983 -0.8586 -4.0426
H 0.2699 0.7436 -4.1440
C -3.7571 2.0758 1.5727
S -2.1083 1.5305 1.1121
O -2.1336 0.0488 1.2356
C -1.2796 2.1618 2.5704
H -4.4380 1.7243 0.8000
H -4.0212 1.6368 2.5349
H -3.7777 3.1645 1.6195
H -1.7340 1.7230 3.4591
H -1.3533 3.2493 2.5834
H -0.2346 1.8681 2.5048
C -4.6288 -3.7200 -1.2456
S -5.5678 -2.6280 -0.1727
O -5.2408 -1.2488 -0.6016
C -4.5796 -2.9214 1.2958
H -5.0503 -3.6323 -2.2446
H -3.5859 -3.4028 -1.2472
H -4.7232 -4.7465 -0.8918
H -3.5439 -2.6506 1.0882
H -4.6663 -3.9677 1.5898
H -4.9748 -2.2802 2.0803
C 1.6822 -1.7498 4.5943
S 1.0290 -2.1590 2.9734
O 0.8403 -0.8728 2.2701
C -0.6009 -2.6650 3.5399
H 2.6848 -1.3568 4.4394
H 1.0505 -0.9887 5.0516
H 1.7251 -2.6498 5.2082
H -1.0654 -1.8385 4.0774
H -0.5082 -3.5451 4.1770
H -1.1837 -2.9069 2.6538
```

# 2
# C15H45NO11

8 unconnected molecules or ions with the total composition C15H45NO11 at a distorted geometry (ωB97M-V/def2-TZVPD, the OMol25 dataset).

Properties
Charge: 0
Energy relative to the best compared isomer or geometry (same formula, charge and spin): 660.2 kJ/mol
HOMO energy: -8.83 eV
Gap between HOMO and LUMO: 0.323 Eh
Largest force on an atom: 12.2 eV/A
E_tot: -40285.609 eV
LUMO level: -0.047 eV

```
72
C15H45NO11 | the OMol25 dataset | ωB97M-V/def2-TZVPD
C -57.3434 4.1934 45.0300
O -58.6466 3.8204 44.5292
C -59.4375 4.8184 44.0902
C -60.4139 4.1532 43.1169
N -61.2903 5.0994 42.3638
H -62.0000 5.5457 43.0513
H -60.7417 5.9214 42.2605
C -62.2123 4.5312 41.4503
C -61.4632 4.2311 40.0748
O -62.4501 3.4864 39.3983
C -62.0163 3.3219 38.0759
H -56.8767 3.4591 45.6718
H -57.6026 5.3060 45.5786
H -56.8587 4.8741 44.2076
H -58.8206 5.5515 43.6557
H -59.9202 5.3597 44.8041
H -61.1841 3.6885 43.6440
H -59.8639 3.3346 42.5863
H -62.8367 5.5256 41.2194
H -62.8777 3.6520 41.8010
H -60.6215 3.5368 40.1494
H -61.3348 5.2805 39.4874
H -62.7363 2.6126 37.6241
H -61.2082 2.7717 38.1195
H -61.9238 4.1793 37.3143
C -63.2808 6.0871 44.6738
O -62.1462 6.8668 44.1440
O -63.9803 6.6599 45.7099
O -63.5166 4.9967 44.2081
H -63.6199 7.5512 45.7581
C -59.8202 7.3876 48.3028
C -60.9125 7.4956 47.1568
O -60.2549 7.8188 46.0008
H -59.1431 6.4348 48.0786
H -60.3431 7.0378 49.0493
H -59.3842 8.2400 48.6016
H -61.7583 8.2203 47.3390
H -61.3243 6.4625 47.0930
H -60.9152 7.8292 45.3783
C -65.8725 2.3970 41.2716
C -65.5947 3.0632 42.5171
O -65.2553 4.4467 42.3768
H -66.0390 1.4018 41.4443
H -65.0776 2.5341 40.6006
H -66.8747 2.6933 40.9995
H -64.8013 2.5647 43.0495
H -66.3843 3.0502 43.3674
H -64.5717 4.7471 43.0026
C -64.9562 8.3167 42.2235
O -63.7320 8.7511 42.5603
H -65.0161 7.1834 42.3164
H -65.1018 8.7547 41.2522
H -65.6634 8.7583 43.0003
H -63.3310 8.0706 43.0462
C -63.5177 10.3525 45.2275
O -64.0316 9.5174 46.2455
H -62.9948 11.1399 45.5040
H -64.1221 10.8721 44.5035
H -62.7830 9.8583 44.8332
H -64.9025 9.8822 46.4801
C -60.2019 8.5269 41.3807
O -59.7585 7.2450 41.2213
H -59.2498 9.1590 41.3585
H -60.8221 8.5037 42.3427
H -60.8517 8.6870 40.5033
H -58.8504 7.1077 40.6148
C -66.1836 4.2045 46.1776
O -64.8619 3.7972 46.1252
H -66.8175 3.7473 46.9486
H -66.7838 3.6585 45.4032
H -66.3964 5.0668 46.3093
H -64.2589 4.3221 45.4164
```

# 3
# C15H46F6N15O17S2Zn

A molecular structure, C15H46F6N15O17S2Zn at a distorted geometry (ωB97M-V/def2-TZVPD, the OMol25 dataset).

Properties
Charge: +1
HOMO energy: -10.98 eV
Gap between HOMO and LUMO: 0.277 Eh
Largest force on an atom: 3.8 eV/A
E_tot: -159852.265 eV
LUMO level: -3.431 eV

```
102
C15H46F6N15O17S2Zn | the OMol25 dataset | ωB97M-V/def2-TZVPD
Zn 11.4733 8.0159 -6.9821
C 11.2705 11.6482 -9.1827
F 10.3201 12.5104 -8.8871
F 11.9459 11.9816 -10.2544
F 12.0685 11.5586 -8.1132
S 10.4411 9.9351 -9.4389
O 9.1991 10.1203 -8.7499
O 10.3523 9.7359 -10.8605
N 11.5584 8.8266 -8.7581
S 12.8039 8.5835 -9.7331
O 13.1803 9.5442 -10.7589
O 13.8716 8.1536 -8.8780
C 12.3809 6.9965 -10.6255
F 11.2480 7.0657 -11.3403
F 13.3613 6.7324 -11.4396
F 12.1923 6.0530 -9.7137
C 10.7779 9.7838 -14.6419
O 11.2842 10.0074 -15.7385
N 11.1038 10.4343 -13.5081
N 9.7376 8.9033 -14.4687
H 11.7331 11.2135 -13.4781
H 10.6744 10.1847 -12.6311
H 9.3397 8.7504 -13.5633
H 9.5001 8.2933 -15.2288
C 12.1357 2.6111 -7.8683
O 12.5335 3.5576 -7.1990
N 11.1681 2.7767 -8.8383
N 12.6128 1.3511 -7.7474
H 10.7736 3.6974 -8.8325
H 10.8949 1.9621 -9.3511
H 13.4938 1.2070 -7.2882
H 12.2851 0.6147 -8.3439
C 9.2345 9.6205 -5.4307
O 10.1829 9.2692 -6.1699
N 8.0005 9.0862 -5.5827
N 9.3609 10.4598 -4.3998
H 7.8686 8.1880 -6.0142
H 7.2239 9.3679 -5.0104
H 8.6600 10.3682 -3.6893
H 10.2027 10.9727 -4.2138
C 9.2796 5.7588 -7.9151
O 10.0538 6.7264 -7.8458
N 9.0983 5.0140 -9.0312
N 8.5803 5.3223 -6.8374
H 9.5020 5.3544 -9.8905
H 8.3595 4.3382 -9.0763
H 8.6146 5.6667 -5.8988
H 7.9334 4.5719 -7.0078
C 14.0587 9.8484 -6.0025
O 13.0325 9.2386 -6.3433
N 14.1254 10.4216 -4.7791
N 15.1479 10.0814 -6.7669
H 14.8663 11.0404 -4.5046
H 13.3785 10.3026 -4.1213
H 15.2049 9.6192 -7.6649
H 15.9792 10.5461 -6.4539
C 15.8028 5.2383 -8.4116
O 14.9572 5.1487 -7.5061
N 16.1111 6.4115 -8.9835
N 16.5081 4.1359 -8.8341
H 15.4803 7.1699 -8.8018
H 16.7020 6.3916 -9.7964
H 16.0977 3.2774 -8.5059
H 16.6668 4.2163 -9.8303
C 15.8315 12.1141 -9.5171
O 16.7047 11.3863 -9.0412
N 16.1029 12.8504 -10.6301
N 14.6379 12.4010 -8.9269
H 17.0382 12.7014 -10.9680
H 15.5213 13.5774 -10.9977
H 14.3540 11.7311 -8.2301
H 13.9062 12.6620 -9.5612
C 14.1905 6.2083 -14.4220
C 14.7361 7.6249 -14.3308
O 15.8561 7.7074 -15.2061
O 14.9817 5.4414 -13.4901
H 14.1759 5.8541 -15.4499
H 13.1908 6.1864 -13.9835
H 15.0609 7.7972 -13.2938
H 13.9923 8.4338 -14.3466
H 16.1801 8.6093 -15.0995
H 15.5612 4.8627 -13.9948
C 11.1761 14.1273 -5.7817
C 10.7845 15.4782 -6.3422
O 11.9008 16.3754 -6.2021
O 11.4062 14.3250 -4.3621
H 12.1453 13.8095 -6.1700
H 10.3052 13.4769 -5.8984
H 10.0136 15.9105 -5.7021
H 10.4921 15.4208 -7.3885
H 12.5316 15.9886 -5.5888
H 11.3606 13.4683 -3.9339
C 6.7888 12.1768 -7.7702
C 6.9448 12.4973 -9.2526
O 6.0630 13.5806 -9.5469
O 6.9387 13.2679 -6.8944
H 7.4463 11.4012 -7.3749
H 5.8065 11.6825 -7.7260
H 6.7242 11.6809 -9.9404
H 7.9716 12.8187 -9.4246
H 5.2670 13.2609 -9.9769
H 6.3669 13.9861 -7.1945
```